Record 1
A 7-piece molecular cluster, C12H36IO11 overall in a non-equilibrium geometry, computed with ωB97M-V with the def2-TZVPD basis set.

Results
F_max   4.200 eV/Å
Total energy   -43649.0222 eV
Gap between HOMO and LUMO   8.2 eV
HOMO level   -5.57 eV
ΔE to the lowest compared entry with this formula, charge and spin   1.636 eV
Charge   -1

Each line ends with the Mulliken charge.
Cartesian coordinates (Å):
1 I 0.665 0.308 0.042  -0.41
2 C -2.216 3.107 1.843  -1.14
3 C -2.266 3.677 0.502  -0.17
4 O -1.802 2.876 -0.514  -0.39
5 H -3.153 2.697 2.220  0.26
6 H -1.974 3.843 2.609  0.42
7 H -1.332 2.534 2.123  0.28
8 H -1.786 4.648 0.625  0.21
9 H -3.256 4.019 0.200  0.30
10 H -1.292 2.143 -0.162  0.06
11 C -3.853 -0.426 -0.533  -0.05
12 C -5.199 -1.112 -0.163  -0.40
13 O -5.200 -2.280 -1.094  -0.52
14 O -2.720 -1.254 -0.602  -0.44
15 H -3.637 0.350 0.201  0.03
16 H -3.877 0.226 -1.407  0.32
17 H -6.060 -0.530 -0.492  0.28
18 H -5.407 -1.512 0.829  0.28
19 H -6.013 -2.791 -1.072  0.25
20 H -1.944 -0.869 -0.187  0.18
21 C 3.514 -3.184 1.071  -0.25
22 C 4.432 -1.953 0.773  -0.35
23 O 5.097 -2.218 -0.358  -0.51
24 O 2.362 -3.096 0.174  -0.45
25 H 3.043 -3.051 2.044  0.15
26 H 4.071 -4.109 0.918  0.29
27 H 5.071 -1.857 1.650  0.29
28 H 3.845 -1.035 0.787  0.27
29 H 5.244 -1.380 -0.803  0.32
30 H 2.001 -2.223 0.001  0.14
31 C -0.282 -1.563 5.427  -0.40
32 C 0.573 -0.406 4.856  -0.35
33 O 0.968 -0.729 3.571  -0.39
34 O 0.587 -2.649 5.532  -0.56
35 H -1.109 -1.798 4.757  0.27
36 H -0.681 -1.283 6.401  0.31
37 H 1.479 -0.364 5.462  0.24
38 H -0.007 0.516 4.882  0.32
39 H 1.133 -0.006 2.961  0.16
40 H 1.042 -2.845 4.710  0.34
41 C 1.599 3.873 -1.717  0.00
42 C 1.570 5.176 -2.477  -0.60
43 O 0.256 5.858 -2.444  -0.51
44 O 0.716 2.980 -2.304  -0.47
45 H 1.253 3.959 -0.687  0.23
46 H 2.566 3.379 -1.810  0.28
47 H 1.817 4.912 -3.505  0.24
48 H 2.383 5.871 -2.270  0.41
49 H 0.393 6.767 -2.167  0.28
50 H 0.666 2.204 -1.742  -0.01
51 C 0.733 -3.790 -4.156  -0.66
52 C 0.969 -2.471 -3.447  -0.10
53 O -0.058 -2.152 -2.519  -0.35
54 O -0.369 -3.640 -5.035  -0.52
55 H 0.685 -4.530 -3.358  0.31
56 H 1.598 -3.929 -4.804  0.33
57 H 0.997 -1.707 -4.224  0.25
58 H 1.973 -2.509 -3.025  0.27
59 H 0.259 -1.309 -2.185  0.10
60 H -0.070 -3.364 -5.904  0.30

Forces on atoms 1 to 6 (eV/Å):
0.14 0.03 0.19
-0.11 -0.25 3.13
-0.47 1.70 -0.47
0.11 -0.26 -0.88
0.19 -0.74 -0.23
-0.54 1.00 -0.11


Record 2
A 2-piece molecular cluster, C4H8N2O overall in a non-equilibrium geometry, computed with ωB97M-V with the def2-TZVPD basis set.

Results
F_max   1.797 eV/Å
Total energy   -9301.0498 eV
Gap between HOMO and LUMO   10.3 eV
HOMO level   -9.38 eV
SMILES   [H]/N=C\NO.C=C=C
ΔE to the lowest compared entry with this formula, charge and spin   5.343 eV
Charge   0

Each line ends with the Mulliken charge.
Cartesian coordinates (Å):
1 H -3.220 -1.006 0.516  0.21
2 N -2.910 -0.677 -0.398  -0.57
3 C -2.841 0.583 -0.508  0.05
4 N -3.439 1.477 0.370  -0.23
5 O -3.416 2.856 0.105  -0.42
6 H -2.615 1.014 -1.479  0.35
7 H -3.267 1.326 1.364  0.26
8 H -4.309 3.135 -0.168  0.35
9 C 3.868 -0.363 -0.910  -0.59
10 C 3.508 -1.197 0.027  0.25
11 C 3.508 -2.108 0.954  -0.62
12 H 3.945 -0.682 -1.939  0.24
13 H 4.196 0.638 -0.682  0.24
14 H 4.406 -2.568 1.334  0.25
15 H 2.586 -2.428 1.414  0.22

Forces on atoms 1 to 6 (eV/Å):
-0.19 0.20 -0.01
1.09 -0.13 0.12
-1.70 -0.03 -0.58
-0.32 0.26 0.98
0.49 0.10 -0.33
0.40 0.19 0.04


Record 3
C13H18ClIIrN2O2P as an isolated structure in a non-equilibrium geometry, computed with ωB97M-V with the def2-TZVPD basis set.

Results
F_max   6.814 eV/Å
Total energy   -53563.4716 eV
Gap between HOMO and LUMO (alpha / beta)   5.1 / 2.4 eV
HOMO level (alpha / beta)   -16.35 / -16.94 eV
ΔE to the lowest compared entry with this formula, charge and spin   2.017 eV
Charge   +3
2S+1   6

Each line ends with the Mulliken charge.
Cartesian coordinates (Å):
1 C -3.111 1.742 -0.689  -0.34
2 C -3.638 1.302 -2.063  0.30
3 H -3.673 1.107 0.003  0.35
4 H -3.332 2.800 -0.514  0.32
5 H -2.024 1.583 -0.517  -0.28
6 O -4.396 0.353 -2.198  -0.43
7 I -3.037 2.354 -3.736  0.26
8 Ir 0.651 0.478 0.402  0.83
9 P 0.766 2.342 -0.732  0.62
10 C 0.066 2.258 -2.416  -0.75
11 C 0.013 3.878 -0.090  -1.04
12 H 3.028 2.451 -0.045  0.41
13 H 2.751 3.472 -1.508  0.39
14 H 2.864 1.692 -1.669  0.42
15 C 2.525 2.518 -1.024  -1.06
16 H 0.385 4.057 0.925  0.39
17 H 0.329 4.701 -0.744  0.47
18 H -0.024 3.280 -2.811  0.53
19 H -0.949 1.811 -2.419  -0.23
20 H -1.087 3.860 -0.075  0.29
21 H 0.708 1.657 -3.072  0.42
22 C 0.323 -0.632 -1.032  0.39
23 O 0.099 -1.337 -1.937  -0.37
24 Cl 2.054 1.331 2.119  -0.22
25 N -0.984 -2.632 2.839  0.02
26 C -0.911 -1.355 2.382  -0.28
27 N 0.164 -1.185 1.646  -0.25
28 C 0.898 -2.379 1.620  0.90
29 C 1.922 -2.749 0.765  -0.62
30 C 2.174 -4.102 0.589  -0.64
31 C 1.444 -5.055 1.319  -0.33
32 C 0.401 -4.697 2.204  -0.85
33 C 0.146 -3.327 2.351  0.66
34 H -1.732 -3.048 3.378  0.25
35 H -1.658 -0.611 2.628  0.48
36 H 2.458 -1.960 0.254  0.58
37 H 2.927 -4.435 -0.108  0.48
38 H 1.668 -6.112 1.192  0.47
39 H -0.206 -5.412 2.784  0.44

Forces on atoms 1 to 6 (eV/Å):
-0.52 -0.35 0.04
-1.58 -2.61 0.50
0.14 0.28 0.19
-0.02 -0.18 -0.03
-0.39 -0.06 -0.46
1.91 2.27 0.56


Please write out number 3 again, unchanged.
C13H18ClIIrN2O2P as an isolated structure in a non-equilibrium geometry, computed with ωB97M-V with the def2-TZVPD basis set.

Results
F_max   6.814 eV/Å
Total energy   -53563.4716 eV
Gap between HOMO and LUMO (alpha / beta)   5.1 / 2.4 eV
HOMO level (alpha / beta)   -16.35 / -16.94 eV
ΔE to the lowest compared entry with this formula, charge and spin   2.017 eV
Charge   +3
2S+1   6

Each line ends with the Mulliken charge.
Cartesian coordinates (Å):
1 C -3.111 1.742 -0.689  -0.34
2 C -3.638 1.302 -2.063  0.30
3 H -3.673 1.107 0.003  0.35
4 H -3.332 2.800 -0.514  0.32
5 H -2.024 1.583 -0.517  -0.28
6 O -4.396 0.353 -2.198  -0.43
7 I -3.037 2.354 -3.736  0.26
8 Ir 0.651 0.478 0.402  0.83
9 P 0.766 2.342 -0.732  0.62
10 C 0.066 2.258 -2.416  -0.75
11 C 0.013 3.878 -0.090  -1.04
12 H 3.028 2.451 -0.045  0.41
13 H 2.751 3.472 -1.508  0.39
14 H 2.864 1.692 -1.669  0.42
15 C 2.525 2.518 -1.024  -1.06
16 H 0.385 4.057 0.925  0.39
17 H 0.329 4.701 -0.744  0.47
18 H -0.024 3.280 -2.811  0.53
19 H -0.949 1.811 -2.419  -0.23
20 H -1.087 3.860 -0.075  0.29
21 H 0.708 1.657 -3.072  0.42
22 C 0.323 -0.632 -1.032  0.39
23 O 0.099 -1.337 -1.937  -0.37
24 Cl 2.054 1.331 2.119  -0.22
25 N -0.984 -2.632 2.839  0.02
26 C -0.911 -1.355 2.382  -0.28
27 N 0.164 -1.185 1.646  -0.25
28 C 0.898 -2.379 1.620  0.90
29 C 1.922 -2.749 0.765  -0.62
30 C 2.174 -4.102 0.589  -0.64
31 C 1.444 -5.055 1.319  -0.33
32 C 0.401 -4.697 2.204  -0.85
33 C 0.146 -3.327 2.351  0.66
34 H -1.732 -3.048 3.378  0.25
35 H -1.658 -0.611 2.628  0.48
36 H 2.458 -1.960 0.254  0.58
37 H 2.927 -4.435 -0.108  0.48
38 H 1.668 -6.112 1.192  0.47
39 H -0.206 -5.412 2.784  0.44

Forces on atoms 1 to 6 (eV/Å):
-0.52 -0.35 0.04
-1.58 -2.61 0.50
0.14 0.28 0.19
-0.02 -0.18 -0.03
-0.39 -0.06 -0.46
1.91 2.27 0.56